(1)
The following is a quantum chemistry calculation of a molecular structure, C22H38CdN3O4PS2, from OMol25.

Results
- frontier orbital gap (alpha / beta) (eV) = 4.2 / 4.4
- relative energy (zero: lowest compared OMol25 entry of this formula, charge and spin) (eV) = 2.957
- HOMO level (alpha / beta) (eV) = 0.301 / 0.101
- energy (eV) = -71612.061
- net charge = -2

Each line ends with the Löwdin charge.
Positions of all 71 atoms, in Å:
Cd (0.2086, -0.0327, -0.0267)  1.156
C (2.1648, 0.7569, -0.7555)  -0.579
C (2.2609, 1.5598, -1.9228)  -0.386
C (1.1034, 2.0088, -2.6220)  -0.115
C (1.1685, 2.9426, -3.6376)  -0.144
C (2.3907, 3.4830, -4.0403)  -0.148
C (3.5500, 3.0353, -3.3995)  -0.120
C (3.4999, 2.0976, -2.3874)  -0.068
H (0.1476, 1.5886, -2.3420)  0.036
H (0.2553, 3.2495, -4.1363)  0.080
H (2.4379, 4.2148, -4.8370)  0.071
H (4.5135, 3.4258, -3.7113)  0.086
H (4.4100, 1.7820, -1.8951)  0.039
C (-6.0740, -1.0260, -1.7300)  -0.100
C (-4.8361, -1.8805, -1.9510)  -0.376
O (-4.1649, -2.1110, -0.7347)  -0.343
P (-2.6307, -1.3948, -0.5198)  0.763
O (-2.6849, -1.4673, 1.0988)  -0.369
C (-3.2887, -0.3997, 1.8343)  -0.302
C (-4.6888, -0.7797, 2.2801)  -0.076
O (-1.7174, -2.6887, -0.8250)  -0.370
C (-1.0848, -3.5150, 0.1547)  -0.312
C (-2.0180, -4.6062, 0.6451)  -0.082
H (-6.6326, -0.9056, -2.6640)  0.064
H (-5.7878, -0.0402, -1.3564)  0.071
H (-6.7241, -1.5004, -0.9904)  0.066
H (-4.1748, -1.3865, -2.6765)  0.091
H (-5.1258, -2.8477, -2.3753)  0.104
H (-3.3189, 0.5079, 1.2192)  0.091
H (-2.6405, -0.2039, 2.6853)  0.096
H (-5.3244, -0.9933, 1.4185)  0.052
H (-5.1217, 0.0445, 2.8552)  0.071
H (-4.6542, -1.6704, 2.9122)  0.074
H (-0.7428, -2.9033, 0.9900)  0.075
H (-0.2100, -3.9275, -0.3425)  0.100
H (-2.9448, -4.1681, 1.0184)  0.064
H (-1.5345, -5.1610, 1.4546)  0.070
H (-2.2616, -5.3011, -0.1629)  0.069
N (-2.6491, 2.5141, -1.2700)  0.019
H (-2.2278, 2.6357, -0.3554)  -0.039
H (-2.0106, 2.9468, -1.9290)  -0.010
H (-2.6168, 1.5156, -1.4566)  -0.050
S (3.4309, -0.3213, -0.0973)  0.653
C (5.1439, -0.0786, -0.3095)  -0.956
N (5.6258, 1.2851, -0.0543)  -0.221
C (7.0607, 1.2307, -0.1717)  -0.351
C (7.3100, 0.7339, -1.6029)  -0.511
S (5.9329, -0.4112, -1.9833)  0.677
H (5.2793, 1.6167, 0.8365)  0.095
H (7.5223, 0.5202, 0.5311)  0.091
H (7.5031, 2.2175, -0.0097)  0.097
H (8.2707, 0.2257, -1.7018)  0.043
H (7.2724, 1.5643, -2.3071)  0.046
O (1.5451, -2.5248, -1.6686)  -0.131
H (2.2766, -2.0818, -1.2049)  -0.065
H (1.7058, -2.3034, -2.5914)  0.031
C (1.0044, -1.6122, 3.0248)  -0.079
C (0.2522, -0.3570, 3.3695)  -0.429
C (-0.1745, 0.0715, 4.6221)  -0.124
C (-0.8469, 1.3076, 4.4110)  -0.131
C (-0.7856, 1.5470, 3.0448)  -0.460
C (-1.3306, 2.7080, 2.2630)  -0.083
N (-0.1303, 0.5355, 2.4126)  -0.027
H (1.8698, -1.7517, 3.6765)  0.064
H (1.3810, -1.5608, 2.0023)  0.015
H (0.3754, -2.5031, 3.1179)  0.055
H (-0.0144, -0.4350, 5.5656)  0.065
H (-1.3082, 1.9400, 5.1603)  0.065
H (-1.0947, 3.6631, 2.7418)  0.061
H (-2.4204, 2.6645, 2.1407)  0.053
H (-0.8770, 2.7111, 1.2686)  0.040

***

(2)
The following is a quantum chemistry calculation of a molecular structure, C39H90Cl6Cu2NO19P, from OMol25.

Results
- frontier orbital gap (alpha / beta) (eV) = 6.6 / 6.4
- HOMO level (alpha / beta) (eV) = -6.228 / -5.973
- energy (eV) = -255984.474
- 2S+1 = 3

Each line ends with the Mulliken spin population.
Positions of all 158 atoms, in Å:
Cu (1.4174, 2.8090, 0.3743)  0.495
Cu (-1.0273, 4.6007, -1.1708)  -0.027
P (1.2746, 4.1995, -2.7023)  0.000
O (1.7131, 3.3213, -1.5193)  -0.008
O (0.1845, 5.2533, -2.5724)  -0.004
O (1.9503, 3.8172, -3.9468)  0.000
O (-0.4507, 3.5883, 0.6192)  0.534
C (1.9422, 0.0741, -1.8096)  0.016
C (0.4787, -0.3106, -1.5601)  -0.077
C (0.0831, -1.8212, -1.9340)  0.055
C (-1.1874, -2.3697, -1.3268)  -0.039
C (-1.0274, -2.4828, 0.1575)  0.036
C (-0.8465, -1.0844, 0.7789)  -0.068
N (0.1799, -0.2070, -0.0501)  0.587
O (0.7734, 0.7911, 0.6266)  0.445
C (-0.0602, -1.3160, 2.0741)  0.017
C (-2.0832, -0.2026, 0.9991)  -0.002
C (-0.5473, 0.6483, -2.1991)  0.036
H (1.9963, 1.1419, -1.7241)  0.006
H (2.1782, -0.1265, -2.7965)  -0.003
H (2.7779, -0.4151, -1.1417)  0.001
H (0.9580, -2.4435, -1.7803)  -0.029
H (0.0346, -1.8387, -3.0204)  0.005
H (-1.3923, -3.3660, -1.7402)  -0.001
H (-2.0759, -1.7472, -1.4860)  -0.001
H (-0.2056, -3.0982, 0.4746)  0.002
H (-1.8740, -3.0400, 0.5744)  -0.001
H (-0.4366, -2.1520, 2.6573)  0.001
H (-0.0970, -0.4894, 2.7202)  0.003
H (1.0044, -1.5137, 1.9789)  0.000
H (-2.4551, 0.1874, 0.0674)  0.005
H (-1.8152, 0.6277, 1.6432)  -0.002
H (-2.8016, -0.7886, 1.5212)  0.002
H (-0.3220, 0.9568, -3.2601)  -0.006
H (-0.7052, 1.4488, -1.4604)  -0.022
H (-1.4912, 0.1418, -2.3265)  0.001
C (2.9697, 1.7561, 6.3344)  0.000
O (2.3740, 0.9684, 5.2022)  0.001
C (1.6712, -0.2264, 5.3437)  0.001
C (2.2452, -1.2160, 6.3434)  0.000
O (3.6868, -1.2399, 6.4276)  0.000
C (4.3225, -1.3959, 5.2032)  0.000
H (2.2839, 1.7093, 7.1277)  0.000
H (3.1468, 2.7534, 5.9185)  0.000
H (3.9204, 1.3883, 6.6937)  0.000
H (1.7359, -0.6767, 4.3409)  0.001
H (0.5746, -0.1383, 5.5278)  0.000
H (1.8684, -2.1719, 6.0783)  0.000
H (1.9142, -1.0290, 7.3585)  0.000
H (4.3193, -0.4989, 4.6296)  0.000
H (3.9639, -2.2677, 4.7146)  0.000
H (5.3116, -1.6575, 5.4503)  0.000
C (6.9025, -0.8982, -1.5751)  0.000
O (5.7107, -1.6759, -1.4924)  0.000
C (5.3009, -2.2347, -2.7027)  0.000
C (3.9404, -2.8838, -2.4713)  0.003
O (4.1355, -3.8860, -1.5301)  0.000
C (3.0011, -4.6945, -1.3781)  -0.001
H (6.7138, -0.1185, -2.2678)  0.000
H (7.7156, -1.5673, -1.9629)  0.000
H (6.9943, -0.4908, -0.5589)  0.000
H (6.0399, -3.0168, -3.0243)  0.000
H (5.1840, -1.4672, -3.5078)  0.000
H (3.7418, -3.2641, -3.4579)  0.000
H (3.2630, -2.1125, -2.1342)  -0.001
H (2.5743, -4.8435, -2.4194)  0.000
H (2.2241, -4.1905, -0.7509)  0.001
H (3.3023, -5.5867, -0.8829)  0.000
C (0.5042, -5.6630, 0.6349)  0.000
O (1.0163, -4.6102, 1.4233)  -0.003
C (1.3340, -4.9313, 2.8112)  0.000
C (0.0991, -5.0164, 3.6031)  0.000
O (-0.1142, -3.7684, 4.2115)  0.001
C (-1.4057, -3.6296, 4.7041)  0.000
H (1.1704, -6.5655, 0.4849)  0.000
H (0.1977, -5.2106, -0.3825)  0.000
H (-0.3652, -6.1165, 1.1518)  0.000
H (1.9589, -4.1354, 3.2680)  0.000
H (1.9191, -5.9239, 2.7180)  0.000
H (0.1878, -5.8425, 4.3404)  0.000
H (-0.6387, -5.2761, 2.9235)  0.000
H (-2.0970, -3.7638, 3.8304)  0.000
H (-1.5548, -2.6385, 5.1086)  0.000
H (-1.6565, -4.3791, 5.5023)  0.000
C (-7.9523, 2.7248, 1.0265)  0.000
O (-7.6066, 1.4118, 1.4779)  0.000
C (-8.5118, 1.1180, 2.5096)  0.000
C (-8.0122, -0.1286, 3.2504)  0.000
O (-6.8853, 0.3285, 3.9964)  0.000
C (-6.3980, -0.7096, 4.7979)  0.000
H (-7.9045, 3.5142, 1.8708)  0.000
H (-8.9733, 2.6819, 0.5610)  0.000
H (-7.3179, 3.1318, 0.2119)  0.000
H (-9.5586, 0.9525, 2.2127)  0.000
H (-8.6120, 1.9226, 3.2973)  0.000
H (-7.8718, -1.0444, 2.5249)  0.000
H (-8.8099, -0.5210, 3.9397)  0.000
H (-7.2152, -1.2197, 5.3640)  0.000
H (-5.5969, -0.3165, 5.5050)  0.000
H (-5.9698, -1.4550, 4.1698)  0.000
C (4.2588, 2.5803, -0.7237)  0.001
O (3.3800, 2.8972, 0.3893)  0.026
C (3.8383, 1.9902, 1.4259)  0.024
C (3.2683, 2.4335, 2.7076)  0.006
O (1.8438, 2.4459, 2.3729)  -0.001
C (0.8769, 2.9262, 3.4093)  0.004
H (3.9153, 3.1557, -1.5747)  0.000
H (4.1648, 1.5364, -0.9374)  0.001
H (5.2944, 2.8300, -0.4806)  0.000
H (4.9470, 2.0661, 1.3922)  -0.001
H (3.4799, 0.9888, 1.1363)  -0.025
H (3.6031, 3.4613, 2.9027)  0.001
H (3.4507, 1.7163, 3.4938)  0.001
H (1.2352, 3.8890, 3.7359)  0.001
H (0.8131, 2.1834, 4.1838)  0.001
H (-0.0448, 3.0068, 2.9004)  -0.002
C (-2.4682, -3.0566, -5.2459)  0.000
O (-2.8749, -1.7500, -5.1097)  0.000
C (-2.4192, -0.8991, -6.2095)  0.000
C (-2.7457, 0.6136, -6.0033)  0.000
O (-1.6772, 1.3199, -5.2915)  -0.001
C (-0.4805, 1.4026, -6.0821)  0.000
H (-2.8422, -3.4910, -6.1809)  0.000
H (-2.7736, -3.5918, -4.3966)  0.000
H (-1.3859, -3.1799, -5.4435)  0.000
H (-2.7870, -1.3638, -7.1059)  0.000
H (-1.3382, -0.9814, -6.2377)  0.000
H (-3.6656, 0.7827, -5.4855)  0.000
H (-2.8450, 0.9676, -7.0935)  0.000
H (-0.6688, 2.0597, -6.9631)  0.000
H (-0.0576, 0.4666, -6.3822)  0.000
H (0.2184, 2.0373, -5.4352)  0.000
C (-3.7228, 3.9343, 0.4808)  -0.001
O (-3.0299, 4.8861, -0.3848)  -0.004
C (-3.7877, 5.4852, -1.3741)  0.000
C (-3.7501, 4.8067, -2.7937)  0.000
O (-2.3865, 4.9310, -3.0675)  0.001
C (-1.9264, 4.3528, -4.2992)  0.000
H (-4.6661, 4.4191, 0.7685)  0.000
H (-3.0318, 3.7709, 1.2437)  0.009
H (-3.9735, 2.9985, -0.0704)  0.000
H (-3.4155, 6.5046, -1.4836)  0.001
H (-4.8520, 5.4281, -1.1599)  0.000
H (-4.3110, 5.3662, -3.5938)  0.000
H (-4.0808, 3.7801, -2.7235)  0.000
H (-2.4491, 4.8061, -5.2218)  0.000
H (-2.0361, 3.2365, -4.1899)  0.000
H (-0.8494, 4.5407, -4.4086)  0.000
C (5.2904, -2.5674, 1.3686)  0.000
Cl (3.6070, -1.9700, 1.3462)  0.003
Cl (5.5214, -3.9024, 2.4519)  0.000
Cl (6.3968, -1.3239, 1.8493)  0.000
H (5.5303, -2.8966, 0.3688)  0.000
C (2.3751, 3.5275, -7.1461)  0.000
Cl (2.5531, 1.6933, -6.9362)  0.000
Cl (1.0721, 3.9848, -8.2637)  0.000
Cl (3.8368, 4.1755, -7.6947)  0.000
H (2.1150, 3.7482, -6.1000)  0.000

***

Among the records above, which one has the highest energy?
C22H38CdN3O4PS2